{
  "formula": "C17H47AlO12P3Si",
  "method": "the ωB97M-V functional and the def2-TZVPD basis",
  "total_charge": -1,
  "e_tot_ha": -3134.7722,
  "spin_multiplicity": 1,
  "fmax_ev_per_a": 10.0,
  "orbital_gap_ev": 4.27,
  "symbols": ["C", "Si", "C", "C", "O", "C", "C", "Al", "P", "O", "O", "O", "H", "H", "H", "H", "H", "H", "H", "H", "H", "H", "H", "H", "H", "H", "H", "H", "H", "O", "P", "O", "C", "C", "O", "C", "C", "O", "C", "C", "H", "H", "H", "H", "H", "H", "H", "H", "H", "H", "H", "H", "H", "H", "H", "O", "P", "O", "C", "C", "O", "C", "C", "O", "C", "C", "H", "H", "H", "H", "H", "H", "H", "H", "H", "H", "H", "H", "H", "H", "H"],
  "coordinates": [[-4.19956, -1.38745, 6.60930], [-5.67758, -0.73445, 5.49285], [-7.34546, -1.10178, 6.38274], [-5.45649, 1.17073, 5.32470], [-5.56710, -1.63583, 3.98851], [-6.43545, -1.08506, 2.93665], [-6.88680, -2.33172, 1.97299], [-5.35204, -3.49282, 1.26559], [-3.23192, -2.87387, 1.97801], [-3.10135, -3.34875, 3.50920], [-2.94551, -1.15683, 1.93358], [-1.92403, -3.65145, 1.06949], [-4.15910, -2.55794, 6.38020], [-4.34286, -1.14115, 7.74401], [-3.18581, -0.95987, 6.15417], [-7.57890, -0.27563, 7.18798], [-7.27379, -2.19416, 6.85500], [-8.19321, -1.16764, 5.54562], [-6.32493, 1.67717, 4.72374], [-4.39859, 1.46583, 4.87146], [-5.46955, 1.66987, 6.40917], [-7.39487, -0.51638, 3.36233], [-5.87473, -0.27030, 2.27577], [-7.55680, -1.97709, 1.05612], [-7.58533, -3.03283, 2.64017], [-5.58498, -5.00408, 1.77406], [-5.28658, -3.54977, -0.34592], [-3.14380, -0.73677, 2.83229], [-2.36634, -4.50355, 0.73542], [-1.61498, 3.64706, -2.68215], [-1.10656, 2.25309, -2.23989], [-1.11705, 2.65141, -0.62403], [-2.30141, 3.17440, -0.04369], [-3.32590, 2.08137, 0.19484], [0.48487, 2.60148, -2.58339], [0.78542, 3.22340, -3.82640], [1.13143, 4.68486, -3.59233], [-0.53848, 0.69553, -1.74572], [0.51730, 0.55658, -0.79800], [-0.01367, -0.12784, 0.44816], [-2.72935, 3.96930, -0.65954], [-2.02564, 3.62824, 0.91254], [-3.53148, 1.52383, -0.72469], [-4.26167, 2.50892, 0.56702], [-2.95859, 1.36594, 0.93444], [-0.04539, 3.12025, -4.52851], [1.64624, 2.70820, -4.26092], [0.36361, 5.19555, -3.00203], [1.24985, 5.21442, -4.54250], [2.06469, 4.76945, -3.02589], [0.97936, 1.51191, -0.53238], [1.29177, -0.06660, -1.25584], [-0.82347, 0.45061, 0.89977], [0.77781, -0.25032, 1.19289], [-0.42591, -1.11234, 0.20378], [5.52701, 0.02231, -1.17554], [5.72063, -0.89045, -2.41110], [7.35443, -0.58730, -2.50371], [8.16596, -0.78937, -1.35759], [8.42902, -2.26488, -1.12332], [5.18101, 0.26137, -3.48541], [3.98785, 0.96874, -3.17204], [4.33525, 2.38421, -2.74060], [5.93698, -1.91033, -3.79166], [6.68946, -1.47886, -4.92292], [7.91362, -2.36238, -5.07813], [7.71978, -0.33653, -0.46870], [9.11518, -0.27485, -1.53267], [7.49300, -2.83005, -1.06778], [8.98716, -2.41096, -0.19374], [9.01519, -2.68518, -1.94401], [3.41376, 0.44900, -2.40124], [3.36977, 1.00175, -4.07322], [5.09147, 2.39449, -1.94887], [3.44652, 2.91109, -2.38027], [4.75838, 2.94543, -3.58024], [6.99101, -0.42928, -4.85844], [6.04908, -1.58286, -5.80433], [8.54807, -2.31496, -4.18956], [8.50921, -2.05497, -5.94233], [7.62190, -3.41030, -5.20332]],
  "atomic_forces_ev_per_a": [[0.5, -0.8, -1.0], [1.0, -1.1, -0.1], [-1.0, -0.8, -0.3], [0.3, 1.7, 0.2], [-1.3, 2.6, 1.0], [-1.0, 0.1, -1.6], [-1.3, 0.8, 1.0], [-1.6, -0.4, -0.5], [2.3, -0.8, 5.2], [0.0, 1.6, -4.7], [-0.1, -1.0, 0.9], [-2.5, 0.0, 0.3], [0.0, 2.4, 0.8], [0.4, -0.5, -2.2], [-2.1, -0.8, 1.3], [0.3, -1.8, -1.5], [-0.2, 2.5, -0.8], [1.6, 0.3, 2.0], [1.7, -0.8, 1.0], [-2.3, -0.6, 0.7], [0.0, -1.2, -2.2], [1.9, -1.2, -0.5], [-0.8, -1.7, 1.4], [1.3, -0.4, 2.0], [1.4, 1.4, -1.4], [0.2, 0.0, 0.1], [0.0, 0.2, -0.1], [0.4, -1.5, -1.6], [0.9, 1.8, 0.7], [-2.5, -3.4, -2.2], [6.9, 3.7, 6.1], [-0.9, -0.3, -0.2], [-0.4, 0.2, 0.3], [0.1, -0.1, 0.2], [-0.4, -0.8, -1.1], [0.2, 0.6, 0.1], [0.1, 0.2, 0.1], [-3.4, 0.0, -3.1], [0.6, 0.2, 1.2], [-0.4, -0.1, -0.2], [0.1, -0.1, -0.1], [0.2, -0.1, -0.1], [-0.1, 0.1, 0.0], [0.0, 0.0, -0.1], [-0.1, -0.1, -0.1], [0.0, 0.1, 0.1], [0.0, -0.1, 0.1], [0.0, -0.2, -0.2], [0.0, 0.0, 0.1], [0.0, -0.1, -0.1], [-0.2, -0.1, -0.2], [-0.2, 0.1, -0.3], [0.2, 0.0, -0.1], [0.0, 0.0, -0.1], [0.1, 0.1, 0.1], [-2.0, -4.2, 0.7], [4.8, 7.2, -4.8], [0.1, -0.8, 0.6], [0.3, 0.1, 0.3], [0.2, -0.1, -0.1], [-0.8, -1.2, 0.2], [-0.1, 0.8, 0.2], [0.0, 0.2, 0.0], [-2.2, -1.8, 3.1], [0.8, 0.4, -0.4], [0.0, -0.3, 0.2], [-0.1, 0.0, -0.1], [-0.1, 0.0, -0.2], [0.0, 0.0, 0.1], [-0.1, 0.0, -0.1], [-0.1, 0.0, 0.1], [0.1, 0.2, 0.0], [0.1, -0.1, 0.0], [-0.2, -0.2, 0.0], [0.1, -0.1, 0.0], [-0.1, -0.1, 0.0], [-0.2, -0.2, 0.2], [-0.2, 0.0, 0.2], [-0.1, 0.2, -0.1], [-0.1, 0.0, 0.0], [0.0, 0.1, -0.1]]
}